27
Properties=species:S:1:pos:R:3:forces:R:3 method="wB97M-V/def2-TZVPD" smiles=c1ccc2c(c1)ccn2[C@@H]1[NH2+]CCO1 homo_energy_ev=-11.8 e_tot_ev=-16636.6794 lumo_energy_ev=-2.98 charge=+1
C 3.8373 0.5982 -0.1871 -0.2 0.2 -1.7
C 2.9399 1.6351 -0.5434 1.4 -1.1 0.2
C 3.4693 -0.7015 0.0819 -1.4 0.2 2.2
C 1.6099 1.3028 -0.3274 0.2 2.4 -1.0
C 1.2478 -2.1802 0.4863 0.0 0.3 -0.9
C -0.0245 -1.8394 0.1865 -0.2 -0.5 0.5
C 2.0959 -1.0047 0.3665 0.1 1.3 -1.4
C 1.2071 0.0727 0.0788 0.4 -2.1 0.7
C -3.4441 0.7617 0.3841 0.6 -4.0 2.1
C -3.0568 -0.6705 -0.2206 -0.6 0.6 -0.5
C -1.0681 0.3196 -0.5538 -1.9 0.4 -0.9
N -0.1315 -0.4345 0.0481 1.9 -0.2 0.3
N -2.0493 1.1617 0.6720 0.1 -3.6 1.8
O -2.0730 -0.2769 -1.2208 -1.5 -1.1 0.3
H 4.8731 0.6916 -0.4299 0.6 0.5 0.2
H 3.4124 2.5194 -1.0877 -1.4 -1.0 1.2
H 4.3010 -1.3322 0.3144 0.0 -0.9 -0.2
H 0.8786 2.0362 -0.6013 -0.4 0.4 -0.1
H 1.5566 -3.2037 0.5152 0.2 -0.3 0.3
H -0.8482 -2.5471 0.0266 0.3 0.7 0.2
H -3.9419 1.4040 -0.2985 -0.5 0.4 -0.5
H -4.0346 0.4275 1.3473 1.0 1.6 -1.7
H -2.4701 -1.3353 0.4375 -0.9 0.5 0.6
H -3.9461 -1.2434 -0.5685 0.9 0.6 -0.5
H -0.7257 1.0772 -1.2337 0.7 0.7 0.4
H -1.7762 2.0870 0.7172 0.2 2.6 0.2
H -1.8387 0.6749 1.6103 0.2 1.2 -1.8